A structure of composition C31H20BrF4HfN3PS7. Source: the OMol25 dataset; level of theory: ωB97M-V with the def2-TZVPD basis set.

Summary:
Spin multiplicity: 1
Charge: +1
LUMO level: -3.28 eV
Gap between HOMO and LUMO: 7.413 eV
HOMO level: -10.70 eV

Each line ends with the Löwdin charge.
Element x y z (Å)
Hf (-0.4833, 0.7068, -0.3263)  0.764
S (1.2915, 0.4977, 1.5699)  0.620
C (1.1622, 2.2026, 1.3407)  -1.113
N (0.2392, 2.6603, 0.5158)  -0.187
C (0.2684, 4.0484, 0.3986)  -0.306
C (-0.5773, 4.8264, -0.3874)  -0.021
C (-0.4005, 6.1973, -0.3810)  -0.060
C (0.5964, 6.7908, 0.3975)  -0.066
C (1.4342, 6.0257, 1.1876)  -0.069
C (1.2615, 4.6472, 1.1788)  -0.442
S (2.1459, 3.4216, 2.0557)  1.109
H (-1.3649, 4.3615, -0.9678)  0.088
H (-1.0490, 6.8234, -0.9802)  0.113
H (0.7113, 7.8666, 0.3865)  0.113
H (2.2019, 6.4886, 1.7951)  0.118
F (-3.4411, -1.6660, 6.4081)  0.165
C (-2.9411, -1.6557, 5.1851)  -0.123
C (-2.6387, -2.8423, 4.5430)  -0.125
F (-2.8494, -4.0009, 5.1467)  0.159
C (-2.1188, -2.8010, 3.2634)  -0.206
F (-1.8545, -3.9662, 2.6739)  0.121
C (-1.8787, -1.6077, 2.5886)  -0.291
P (-1.2715, -1.6666, 0.8549)  0.948
C (0.2945, -2.5951, 0.9813)  -0.402
C (1.0396, -2.5654, 2.1610)  -0.151
C (2.3001, -3.1396, 2.2109)  -0.060
C (2.8391, -3.7457, 1.0841)  -0.059
C (2.1046, -3.7825, -0.0922)  -0.062
C (0.8413, -3.2099, -0.1478)  -0.137
C (-2.5049, -2.6972, 0.0299)  -0.391
C (-3.6850, -2.0796, -0.3824)  -0.110
C (-4.6765, -2.8274, -0.9986)  -0.062
C (-4.4903, -4.1864, -1.2079)  -0.061
C (-3.3202, -4.8027, -0.7886)  -0.055
C (-2.3270, -4.0643, -0.1627)  -0.087
C (-2.2088, -0.4301, 3.2550)  -0.526
Br (-2.0147, 1.2837, 2.4719)  0.878
C (-2.7266, -0.4535, 4.5347)  -0.256
F (-3.0367, 0.6742, 5.1677)  0.097
H (0.6443, -2.0901, 3.0503)  0.100
H (2.8614, -3.1128, 3.1362)  0.115
H (3.8231, -4.1943, 1.1256)  0.112
H (2.5082, -4.2667, -0.9731)  0.114
H (0.2761, -3.2606, -1.0698)  0.054
H (-3.8248, -1.0162, -0.2348)  0.055
H (-5.5918, -2.3467, -1.3195)  0.113
H (-5.2633, -4.7690, -1.6932)  0.112
H (-3.1818, -5.8654, -0.9408)  0.113
H (-1.4289, -4.5558, 0.1866)  0.104
S (-2.7921, 1.5525, -0.5828)  0.035
S (-1.9903, 1.7358, -2.4842)  -0.027
S (-2.1225, -0.1452, -3.2797)  0.038
S (-0.5902, -1.0702, -2.2412)  0.054
N (4.5264, 2.2903, -5.4056)  0.103
C (4.8099, 1.8648, -4.1649)  -0.846
S (6.3271, 1.6723, -3.5755)  0.722
C (3.6255, 1.6291, -3.2911)  -0.223
C (3.5843, 0.5342, -2.4368)  0.001
C (2.4942, 0.3532, -1.6196)  -0.136
N (1.4621, 1.2125, -1.5898)  -0.111
C (1.5015, 2.2634, -2.4098)  -0.121
C (2.5473, 2.5040, -3.2803)  0.018
H (5.2891, 2.4480, -6.0443)  0.108
H (3.5940, 2.2324, -5.7789)  0.112
H (4.4129, -0.1604, -2.4090)  0.113
H (2.4307, -0.5054, -0.9658)  0.092
H (0.6673, 2.9503, -2.3563)  0.085
H (2.5279, 3.3794, -3.9156)  0.127



A structure of composition C21H24F2N7ORuS3 at a distorted geometry. Source: the OMol25 dataset; level of theory: ωB97M-V with the def2-TZVPD basis set.

Summary:
Spin multiplicity: 2
Charge: 0
LUMO level (spin up / spin down): -1.06 / -1.03 eV
Gap between HOMO and LUMO (spin up / spin down): 5.766 / 5.771 eV
HOMO level (spin up / spin down): -6.82 / -6.80 eV
⟨S²⟩: 0.768

Each line ends with the Löwdin charge.
Element x y z (Å)
Ru (0.3194, 0.2094, 0.5584)  1.077
N (2.9132, -2.6763, -1.5698)  0.087
C (2.0096, -1.7620, -1.1481)  -0.856
S (1.8838, -1.4980, 0.5393)  0.727
N (1.3241, -1.1442, -2.0974)  -0.005
N (0.5545, -0.1866, -1.5534)  -0.156
C (-0.1243, 0.5944, -2.3165)  -0.067
C (-0.6227, 1.8358, -1.7102)  -0.256
C (-1.4366, 2.7293, -2.3852)  -0.010
C (-1.7979, 3.9123, -1.7564)  -0.041
C (-1.3256, 4.1754, -0.4817)  -0.051
C (-0.5365, 3.2194, 0.1374)  -0.117
N (-0.1995, 2.0791, -0.4532)  -0.003
H (3.2637, -3.3379, -0.8998)  0.088
H (2.8499, -2.9718, -2.5291)  0.101
H (-0.2245, 0.3867, -3.3772)  0.130
H (-1.7814, 2.4874, -3.3811)  0.118
H (-2.4449, 4.6201, -2.2580)  0.113
H (-1.5639, 5.0962, 0.0308)  0.110
H (-0.1660, 3.3611, 1.1442)  0.113
S (-0.8878, -2.9832, -0.2518)  0.515
C (-1.2206, -2.2549, 1.2171)  -1.190
N (-0.7970, -1.0972, 1.7338)  -0.164
C (-1.4232, -0.7754, 2.9467)  -0.303
C (-1.2271, 0.3624, 3.7251)  -0.045
C (-1.9227, 0.5137, 4.9091)  -0.096
C (-2.8267, -0.4559, 5.3442)  -0.101
C (-3.0423, -1.5864, 4.5795)  -0.098
C (-2.3396, -1.7339, 3.3903)  -0.480
S (-2.4140, -3.0290, 2.2430)  1.004
H (-0.5468, 1.1259, 3.3961)  0.071
H (-1.7575, 1.3974, 5.5126)  0.103
H (-3.3513, -0.3283, 6.2818)  0.098
H (-3.7405, -2.3490, 4.8998)  0.105
C (-3.5957, 2.9677, 2.4057)  -0.022
N (-4.2884, 2.1159, 1.4560)  -0.071
C (-5.7316, 2.2543, 1.3348)  -0.165
C (-6.3410, 0.9644, 0.8283)  -0.154
C (-5.5959, 0.5407, -0.4187)  -0.162
N (-4.1848, 0.3923, -0.1194)  -0.075
C (-3.4423, -0.5447, -0.9363)  -0.045
C (-3.5397, 1.1965, 0.7715)  -0.452
O (-2.3271, 1.1118, 0.9950)  -0.012
H (-4.2774, 3.7579, 2.7159)  0.089
H (-2.7173, 3.4218, 1.9500)  0.068
H (-3.2702, 2.4068, 3.2843)  0.081
H (-5.9817, 3.0820, 0.6588)  0.125
H (-6.1347, 2.5012, 2.3186)  0.121
H (-7.4006, 1.1065, 0.6155)  0.118
H (-6.2384, 0.1875, 1.5891)  0.126
H (-5.7480, 1.2777, -1.2194)  0.128
H (-5.9608, -0.4202, -0.7842)  0.125
H (-3.5713, -0.3084, -1.9979)  0.095
H (-3.7784, -1.5678, -0.7591)  0.087
H (-2.3889, -0.4970, -0.6896)  0.031
F (2.5591, 1.4843, 1.4949)  -0.075
C (1.3669, 1.0625, 2.0692)  -0.513
F (1.7262, 0.1930, 3.0647)  -0.049
H (0.9823, 1.9727, 2.5521)  0.082



A cluster of 2 separate species, C4H6IO4 in total at a distorted geometry. Source: the OMol25 dataset; level of theory: ωB97M-V with the def2-TZVPD basis set.

Summary:
Spin multiplicity: 1
Charge: -1
LUMO level: 2.98 eV
Gap between HOMO and LUMO: 7.806 eV
HOMO level: -4.82 eV

Each line ends with the Löwdin charge.
Element x y z (Å)
C (-2.3574, 2.5230, -0.0337)  -0.681
C (-0.5232, -1.5169, 0.8588)  -0.100
C (0.1868, -0.4598, 0.0198)  -0.222
C (-1.3011, 1.4220, 0.5340)  -0.391
O (-3.4959, 2.1598, -0.0011)  0.034
O (-1.8165, 3.5296, -0.4920)  -0.110
O (-0.8605, 1.4837, 1.6578)  0.067
O (-0.7722, 0.5644, -0.3438)  -0.039
I (0.8240, 4.1997, -2.0968)  0.370
H (-0.8209, -0.9955, 1.7996)  0.072
H (-1.3603, -2.1007, 0.3949)  0.075
H (0.2326, -2.3995, 1.1774)  0.104
H (0.4682, -0.6909, -1.0540)  0.137
H (0.9869, -0.0875, 0.6055)  0.095
H (-0.4831, 4.1795, -1.2793)  -0.411



The molecule C19H17Cl2N5O2 at a distorted geometry. Source: the OMol25 dataset; level of theory: ωB97M-V with the def2-TZVPD basis set.

Summary:
Spin multiplicity: 1
Charge: 0
Structure (SMILES): O[C@@H]1COC[C@H]1Nc1nc(Nc2cc(Cl)cc(Cl)c2)ncc1-c1cccnc1
LUMO level: 0.20 eV
Gap between HOMO and LUMO: 8.408 eV
HOMO level: -8.20 eV

Each line ends with the Löwdin charge.
Element x y z (Å)
O (-2.4641, -4.3619, 0.9033)  -0.069
C (-1.0887, -3.7627, 0.7622)  -0.279
C (-0.3669, -3.9373, 2.0444)  -0.128
O (-0.5530, -2.7172, 2.8189)  -0.094
C (-1.4219, -1.9208, 2.0183)  -0.168
C (-1.2803, -2.2869, 0.5431)  -0.239
N (-0.1078, -1.8513, -0.1946)  0.117
C (0.2481, -0.5694, -0.4465)  -0.270
N (-0.6577, 0.3752, -0.5377)  0.198
C (-0.2418, 1.6063, -0.8636)  -0.376
N (-1.2987, 2.3687, -1.2979)  0.100
C (-1.7689, 3.6361, -0.8888)  -0.195
C (-2.9193, 4.1051, -1.6284)  -0.032
C (-3.3795, 5.4266, -1.3923)  -0.700
Cl (-4.7972, 6.0039, -2.0785)  0.726
C (-2.8006, 6.1502, -0.3074)  -0.140
C (-1.6849, 5.7106, 0.3666)  -0.673
Cl (-0.9298, 6.6962, 1.5934)  0.678
C (-1.1626, 4.5118, 0.0107)  -0.076
N (1.0406, 1.9653, -0.9862)  0.122
C (1.9896, 1.0061, -1.0635)  -0.034
C (1.5808, -0.3282, -0.8370)  -0.128
C (2.7247, -1.1533, -0.6768)  -0.227
C (2.9506, -1.9406, 0.4792)  -0.013
C (4.0993, -2.6877, 0.4780)  -0.088
C (4.9987, -2.6370, -0.5519)  -0.164
N (4.7613, -1.9504, -1.6608)  0.080
C (3.6001, -1.2930, -1.7265)  -0.105
H (-2.8244, -4.3392, 1.8306)  0.109
H (-0.6247, -4.3813, -0.0604)  0.174
H (-0.7933, -4.8002, 2.5595)  0.138
H (0.6607, -3.9863, 1.8493)  0.101
H (-2.5126, -1.9519, 2.3669)  0.144
H (-1.2367, -0.8031, 2.1024)  0.136
H (-2.1708, -2.0021, -0.0142)  0.155
H (0.5695, -2.5670, -0.3818)  0.127
H (-2.0277, 1.7769, -1.7196)  0.149
H (-3.4967, 3.4395, -2.2986)  0.114
H (-3.1713, 7.0912, -0.1130)  0.070
H (-0.2883, 4.2119, 0.6197)  0.117
H (3.0303, 1.4386, -1.2149)  0.153
H (2.2923, -1.9739, 1.3582)  0.124
H (4.3782, -3.3406, 1.3892)  0.136
H (5.8403, -3.2700, -0.5117)  0.092
H (3.3049, -0.7069, -2.6412)  0.139



A structure of composition C6H13NO3 at a distorted geometry. Source: the OMol25 dataset; level of theory: ωB97M-V with the def2-TZVPD basis set.

Summary:
Spin multiplicity: 1
Charge: 0
LUMO level: 0.70 eV
Gap between HOMO and LUMO: 10.242 eV
HOMO level: -9.54 eV

Each line ends with the Löwdin charge.
Element x y z (Å)
C (-2.4207, 0.2718, 0.1178)  -0.531
C (0.4167, -0.3301, 1.5174)  -0.028
C (1.4278, -0.0275, -0.8007)  -0.005
C (0.2573, 1.8507, 0.3509)  -0.012
C (-1.0436, -0.0054, -0.5965)  -0.337
C (0.2124, 0.2988, 0.1273)  -0.478
N (-1.2566, -1.8771, -0.5166)  0.086
O (-2.5939, -0.4244, 1.1534)  0.172
O (-3.0939, 1.0845, -0.4628)  0.118
O (-1.1818, 0.3552, -1.8757)  0.094
H (0.2555, 0.4554, 2.3076)  0.106
H (1.4019, -0.6391, 1.7034)  0.064
H (-0.1902, -1.2502, 1.6155)  0.077
H (1.1436, -0.7972, -1.3548)  0.029
H (2.2964, -0.1990, -0.2081)  0.089
H (1.5770, 0.6750, -1.5402)  0.059
H (0.7548, 2.0845, 1.2679)  0.062
H (-0.7640, 2.2545, 0.3466)  0.087
H (0.8479, 2.3401, -0.5535)  0.127
H (-1.7533, -0.9401, 1.2831)  0.096
H (-2.1790, -2.0981, -1.0332)  0.100
H (-0.5207, -2.0137, -1.0639)  -0.053
H (-2.0356, 0.7272, -1.9437)  0.078



A cluster of 2 separate species, C9H9Cl4NO2 in total at a distorted geometry. Source: the OMol25 dataset; level of theory: ωB97M-V with the def2-TZVPD basis set.

Summary:
Spin multiplicity: 1
Charge: 0
Structure (SMILES): O=C1C(=O)C(Cl)=C(Cl)C(Cl)=C1Cl.CN(C)C
LUMO level: -2.59 eV
Gap between HOMO and LUMO: 5.194 eV
HOMO level: -7.79 eV

Each line ends with the Löwdin charge.
Element x y z (Å)
O (0.7650, -1.2534, 0.8648)  0.074
C (-0.4031, -1.0645, 0.4595)  -0.271
C (-1.4886, -0.5422, 1.4041)  -0.297
O (-1.1927, 0.1785, 2.3696)  0.114
C (-2.8445, -0.9896, 1.1247)  -0.626
Cl (-4.0315, -0.6809, 2.2912)  0.771
C (-3.1928, -1.5968, -0.0690)  -0.676
Cl (-4.8035, -2.0905, -0.3982)  0.726
C (-2.1849, -1.9200, -1.0458)  -0.680
Cl (-2.6056, -2.7904, -2.4681)  0.715
C (-0.8640, -1.5542, -0.8366)  -0.565
Cl (0.2750, -1.7417, -2.1143)  0.782
C (2.4214, 0.2200, -0.8483)  -0.148
N (1.5376, 1.0619, -0.0816)  -0.365
C (1.8294, 1.2998, 1.3067)  -0.101
C (0.9189, 2.1429, -0.8052)  -0.107
H (1.9419, 0.0061, -1.8229)  0.022
H (3.4178, 0.6684, -1.0272)  0.085
H (2.5548, -0.7196, -0.3043)  0.070
H (0.9753, 1.8192, 1.7489)  0.080
H (1.9922, 0.3401, 1.7913)  0.076
H (2.7213, 1.9180, 1.4391)  0.080
H (0.1295, 2.5720, -0.1745)  0.080
H (1.6344, 2.9584, -1.0511)  0.083
H (0.4966, 1.7584, -1.7532)  0.081



The ion C8H14N3 with charge +1 at a distorted geometry. Source: the OMol25 dataset; level of theory: ωB97M-V with the def2-TZVPD basis set.

Summary:
Spin multiplicity: 1
Charge: +1
Structure (SMILES): CC(C)c1[nH]ccc(=[NH2+])c1N
LUMO level: -3.45 eV
Gap between HOMO and LUMO: 8.880 eV
HOMO level: -12.33 eV

Each line ends with the Löwdin charge.
Element x y z (Å)
C (-1.8028, 0.2023, -1.7220)  -0.083
C (-0.6305, 1.0088, -1.2665)  -0.332
C (0.1672, 1.4533, -2.4646)  -0.079
C (0.2443, 0.0397, -0.2120)  -0.062
N (1.0191, -0.9571, -0.6981)  0.123
C (1.6435, -1.8280, 0.1280)  -0.047
C (1.5175, -1.7745, 1.4581)  -0.005
C (0.6933, -0.8527, 2.0352)  -0.224
N (0.2760, -0.7805, 3.3256)  0.183
C (0.0914, 0.1218, 1.1606)  -0.183
N (-0.5396, 1.1753, 1.7947)  0.136
H (-2.4004, -0.1134, -0.7851)  0.120
H (-1.6734, -0.7832, -2.2568)  0.113
H (-2.3495, 0.8325, -2.3310)  0.051
H (-0.9819, 1.9337, -0.8950)  0.114
H (0.7399, 2.3981, -2.3582)  0.095
H (-0.6680, 1.6787, -3.2788)  0.135
H (0.8132, 0.7337, -2.9519)  0.065
H (1.1585, -0.7942, -1.6738)  0.149
H (2.0996, -2.6814, -0.4716)  0.171
H (2.0022, -2.5069, 2.1647)  0.160
H (0.4298, -1.5405, 3.9222)  0.108
H (-0.6340, -0.3858, 3.3530)  0.098
H (-0.6511, 1.3718, 2.7443)  0.080
H (-0.5643, 2.0485, 1.2791)  0.113



A structure of composition C20H21N5O2V at a distorted geometry. Source: the OMol25 dataset; level of theory: ωB97M-V with the def2-TZVPD basis set.

Summary:
Spin multiplicity: 2
Charge: +4
LUMO level (spin up / spin down): -15.33 / -15.57 eV
Gap between HOMO and LUMO (spin up / spin down): 4.876 / 4.639 eV
HOMO level (spin up / spin down): -20.20 / -20.21 eV
⟨S²⟩: 0.843

Each line ends with the Löwdin charge.
Element x y z (Å)
V (-0.1581, -0.2267, 0.4718)  1.224
C (2.8818, -4.4483, 3.2431)  0.147
C (1.5842, -3.9864, 3.5887)  0.035
C (0.9833, -3.0602, 2.8040)  0.077
C (1.7033, -2.5444, 1.6591)  -0.157
C (3.0190, -3.0286, 1.3131)  0.080
C (3.5939, -3.9594, 2.1103)  0.040
N (1.0950, -1.6319, 0.9135)  0.037
N (1.3680, -0.9580, -0.1473)  0.002
C (2.1223, 0.0481, -0.8150)  -0.256
C (3.3796, 0.1061, -1.3258)  0.078
C (3.6886, 1.3127, -1.9767)  0.058
C (2.7428, 2.3198, -2.0726)  0.048
C (1.4767, 2.1505, -1.5029)  -0.016
N (1.1735, 1.0125, -0.8810)  0.062
H (3.3440, -5.2169, 3.8569)  0.162
H (1.0807, -4.3882, 4.4587)  0.153
H (-0.0165, -2.7087, 3.0244)  0.139
H (3.5225, -2.6653, 0.4262)  0.133
H (4.5788, -4.3480, 1.8841)  0.154
H (4.0883, -0.7089, -1.2618)  0.143
H (4.6709, 1.4429, -2.4141)  0.155
H (2.9663, 3.2419, -2.5938)  0.150
H (0.7213, 2.9227, -1.5566)  0.147
N (-5.7547, -3.3394, 0.4109)  0.239
C (-4.4827, -3.0487, 0.6981)  -0.479
O (-3.8852, -3.3542, 1.7120)  0.081
C (-3.6702, -2.2720, -0.3314)  -0.057
C (-3.8033, -2.2328, -1.7172)  0.104
C (-2.8435, -1.5732, -2.4958)  0.037
C (-1.7813, -0.9638, -1.8822)  -0.044
N (-1.6564, -1.0145, -0.5229)  -0.067
C (-2.5740, -1.6697, 0.2231)  -0.030
H (-6.2831, -3.8914, 1.0740)  0.153
H (-6.2361, -3.0285, -0.4163)  0.128
H (-4.6378, -2.7214, -2.2078)  0.152
H (-2.9222, -1.5441, -3.5743)  0.148
H (-1.0213, -0.4377, -2.4415)  0.133
H (-2.4386, -1.7395, 1.3007)  0.138
C (-2.6795, 2.7312, 1.3446)  0.065
C (-1.4027, 2.2162, 1.8181)  -0.269
C (-0.6683, 2.8131, 2.9265)  0.063
O (-0.9141, 1.1599, 1.2235)  -0.125
H (-2.5650, 3.8002, 1.1160)  0.151
H (-3.3878, 2.7135, 2.1868)  0.155
H (-3.0844, 2.1935, 0.4938)  0.112
H (-1.3134, 2.7950, 3.8173)  0.154
H (-0.5263, 3.8825, 2.7199)  0.150
H (0.2798, 2.3327, 3.1400)  0.111